DFT (ωB97M-V/def2-TZVPD) results for a cluster of 4 separate species, C33H73FN3O6 in total in a non-equilibrium geometry.

For the lowest unoccupied orbital energy, the calculation gives -2.8 eV. The total charge is +1. The HOMO energy is -10.671 eV.

Atoms and positions in Å:
1 C -5.9271 -0.8433 -4.9477
2 C -5.2926 -0.2238 -6.2081
3 C -4.8462 -1.2717 -7.2331
4 C -3.4132 -1.8325 -7.0661
5 C -2.7003 -1.5525 -5.7449
6 C -1.4457 -2.4460 -5.6224
7 C -1.7108 -3.7414 -4.8440
8 C -0.5821 -4.2099 -3.9332
9 C -0.2409 -3.2680 -2.7731
10 C 0.6985 -3.9767 -1.7845
11 C 2.1406 -3.4728 -1.8248
12 C 2.3510 -1.9917 -1.4571
13 C 3.7956 -1.8118 -0.9259
14 C 4.3514 -0.3941 -1.1189
15 C 5.2369 0.1121 0.0133
16 C 4.5270 0.0057 1.3839
17 C 5.0099 -1.2089 2.1922
18 C 3.9815 -1.9160 3.0993
19 N 2.5557 -1.7581 2.7060
20 C 1.6718 -2.9202 2.4152
21 C 0.4762 -2.7069 3.3916
22 N 0.7521 -1.4112 4.0822
23 C 1.8102 -0.8693 3.4026
24 N 2.0770 0.4169 3.4434
25 F 1.3120 1.2399 4.1875
26 H -7.0102 -0.7563 -4.9706
27 H -5.6365 -1.8831 -4.8185
28 H -5.5991 -0.3001 -4.0574
29 H -4.4828 0.4601 -5.9584
30 H -6.0573 0.3923 -6.6825
31 H -5.5727 -2.0833 -7.2501
32 H -4.9118 -0.8090 -8.2194
33 H -2.8026 -1.4936 -7.9012
34 H -3.4858 -2.9188 -7.1588
35 H -2.4240 -0.4997 -5.6884
36 H -3.3638 -1.7679 -4.9094
37 H -1.1117 -2.6885 -6.6305
38 H -0.6411 -1.8655 -5.1666
39 H -2.6183 -3.6645 -4.2433
40 H -1.8982 -4.5328 -5.5719
41 H 0.3352 -4.3204 -4.5152
42 H -0.8868 -5.1650 -3.5074
43 H 0.2498 -2.3876 -3.1929
44 H -1.1330 -2.9020 -2.2641
45 H 0.3290 -3.9485 -0.7565
46 H 0.7393 -5.0319 -2.0554
47 H 2.5006 -3.6319 -2.8422
48 H 2.7383 -4.0552 -1.1240
49 H 1.6339 -1.6737 -0.6988
50 H 2.2615 -1.3596 -2.3385
51 H 4.4142 -2.5305 -1.4596
52 H 3.7976 -2.1161 0.1236
53 H 4.9418 -0.3840 -2.0352
54 H 3.5257 0.3001 -1.2800
55 H 5.4175 1.1694 -0.1706
56 H 6.1709 -0.4399 0.0758
57 H 3.4546 -0.0224 1.1716
58 H 4.7152 0.9246 1.9495
59 H 5.8209 -0.8791 2.8411
60 H 5.4495 -1.9212 1.4998
61 H 4.0954 -1.6396 4.1485
62 H 4.1901 -2.9830 3.0621
63 H 2.1214 -3.8812 2.6251
64 H 1.3717 -2.7921 1.3787
65 H -0.5255 -2.7933 2.9870
66 H 0.5574 -3.4833 4.1551
67 H -0.0625 -0.7998 4.0958
68 H 2.8588 0.8538 2.9662
69 C -0.0052 5.0179 1.9447
70 O -1.3779 4.7072 1.7930
71 C -1.7454 4.4330 0.4462
72 C -1.8844 2.9488 0.2005
73 O -0.6345 2.2686 0.3285
74 C -0.4911 1.6232 1.5695
75 H 0.2217 4.9940 3.0103
76 H 0.6328 4.2961 1.4264
77 H 0.2057 6.0224 1.5643
78 H -1.0274 4.8749 -0.2495
79 H -2.7147 4.9070 0.2696
80 H -2.2372 2.7875 -0.8208
81 H -2.6212 2.5181 0.8847
82 H -1.1031 0.7084 1.6019
83 H -0.7682 2.2735 2.4039
84 H 0.5584 1.3467 1.6724
85 C 1.0898 -3.0912 7.0176
86 O 0.6256 -4.4242 7.0812
87 C 0.9147 -5.0623 8.3225
88 C -0.2873 -5.0806 9.2392
89 O -0.6570 -3.7714 9.6441
90 C -1.7730 -3.2547 8.9420
91 H 0.6319 -2.6308 6.1453
92 H 0.8155 -2.5181 7.9059
93 H 2.1810 -3.0730 6.8944
94 H 1.7580 -4.5723 8.8169
95 H 1.2056 -6.0924 8.0990
96 H -0.0288 -5.6404 10.1423
97 H -1.1281 -5.5875 8.7571
98 H -2.6973 -3.7297 9.2852
99 H -1.6737 -3.3972 7.8625
100 H -1.8303 -2.1880 9.1537
101 C -0.8597 8.6905 -4.5468
102 O -1.1542 9.4959 -3.4182
103 C -2.1561 8.9482 -2.5779
104 C -1.5617 8.2893 -1.3531
105 O -0.7883 7.1434 -1.6895
106 C 0.6061 7.3956 -1.6951
107 H 0.0545 9.0759 -4.9948
108 H -0.7054 7.6455 -4.2678
109 H -1.6664 8.7544 -5.2842
110 H -2.7769 8.2350 -3.1285
111 H -2.7973 9.7732 -2.2532
112 H -2.3757 7.9518 -0.7034
113 H -0.9576 9.0074 -0.7914
114 H 0.9872 7.4758 -0.6703
115 H 0.8491 8.3084 -2.2423
116 H 1.0925 6.5526 -2.1846

Cartesian forces (eV/Å) of the 6 atoms listed first:
C 0.5 0.6 0.2
C -0.5 -0.3 -0.1
C 0.2 0.5 -0.2
C -0.6 -0.4 0.2
C 0.3 -0.2 -0.4
C -0.3 0.5 0.3